Entry 1:
Computed, not measured: a cluster of 2 separate species, C5H7ClO in total at a distorted geometry, with wB97M-V/def2-TZVPD.

The frontier orbital gap (spin up / spin down) is 0.2874 / 0.3051 Ha. Its net charge is 0. As for the relative energy (zero: lowest compared OMol25 entry of this formula, charge and spin): 151.69 kcal/mol. The calculation puts the LUMO energy (spin up / spin down) at 0.799 / 0.932 eV.

Each line ends with the Mulliken charge.
CARTESIAN COORDINATES (ANGSTROEM)
C  -0.85225  0.23451  2.23782  -0.87
C  0.54641  -1.25593  -1.63486  -0.70
C  -0.23615  0.72220  1.20331  0.54
C  -0.68339  -1.61508  -1.39953  -0.02
C  1.11483  2.04541  -0.17674  -0.58
O  0.20352  1.22394  0.14118  -0.22
Cl  -1.17178  -2.28676  0.20497  -0.19
H  -1.55768  0.67495  2.92301  0.25
H  -0.70222  -0.76710  2.53192  0.24
H  1.21101  -1.27422  -0.78906  0.29
H  0.87404  -0.79177  -2.55557  0.28
H  1.84915  2.36335  0.47069  0.33
H  1.00037  2.35237  -1.12312  0.32
H  -1.59588  -1.62588  -2.03402  0.32

Entry 2:
Computed, not measured: an isolated molecule of C5H7ClO at a distorted geometry, with wB97M-V/def2-TZVPD.

The frontier orbital gap is 0.2979 Ha. Its net charge is 0. As for the relative energy (zero: lowest compared OMol25 entry of this formula, charge and spin): 132.04 kcal/mol. The calculation puts the LUMO energy at 0.346 eV.

Each line ends with the Mulliken charge.
CARTESIAN COORDINATES (ANGSTROEM)
C  1.48653  0.68357  0.50855  -0.11
C  0.00005  -0.32032  -0.88309  0.36
C  0.30646  1.01418  1.35410  -0.55
C  -0.62230  -0.29065  1.44322  -0.32
C  -0.23067  -0.95546  -2.22280  -1.22
O  -0.78715  -0.83331  0.02824  -0.27
Cl  2.07080  2.20375  -0.07853  -0.16
H  0.73865  1.26710  2.44530  0.32
H  -0.44070  1.87454  1.24408  0.32
H  0.00637  -1.18343  1.82724  0.28
H  -1.62969  -0.08789  1.88365  0.28
H  0.43057  -0.59089  -2.95569  0.31
H  -1.22504  -0.84417  -2.51204  0.36
H  -0.10388  -1.93703  -2.08224  0.38

- Which formula does entry 2 have?
  C5H7ClO